No. 1
C24H40BrN2O2SSi2V | the ωB97M-V functional and the def2-TZVPD basis

Structure (ORCA input):
```
! RIJCOSX wB97M-V def2-TZVPD def2/J DEFGRID3
* xyz 1 2
V 0.749 -0.722 -0.335
C -2.277 -4.835 1.514
Si -1.644 -4.054 3.066
C -0.734 -5.321 4.069
C -3.036 -3.297 4.024
C -0.380 -2.645 2.791
C 0.352 -2.237 3.907
C 1.340 -1.259 3.844
C 1.571 -0.648 2.642
N 0.838 -0.970 1.561
C -0.086 -1.969 1.606
S -0.828 -2.285 0.020
H -2.836 -5.728 1.809
H -1.476 -5.148 0.840
H -2.954 -4.178 0.964
H -1.368 -6.197 4.229
H -0.445 -4.946 5.055
H 0.172 -5.652 3.554
H -3.757 -4.067 4.314
H -3.565 -2.552 3.422
H -2.684 -2.808 4.936
H 0.156 -2.710 4.865
H 1.920 -0.979 4.713
H 2.329 0.107 2.511
C -1.967 0.729 1.463
Si -0.975 1.153 -0.056
C -2.139 1.147 -1.569
C -1.388 1.422 -2.879
C -2.829 -0.216 -1.711
C -3.242 2.202 -1.381
C -0.026 2.771 0.313
C -1.014 3.891 0.683
C 0.876 2.517 1.529
C 0.869 3.269 -0.827
H -2.684 1.527 1.680
H -1.332 0.608 2.344
H -2.528 -0.197 1.320
H -0.585 0.696 -3.043
H -0.952 2.420 -2.909
H -2.078 1.342 -3.727
H -2.121 -1.024 -1.905
H -3.520 -0.176 -2.561
H -3.410 -0.487 -0.825
H -2.859 3.220 -1.419
H -3.781 2.076 -0.438
H -3.973 2.101 -2.192
H -1.706 3.601 1.478
H -1.599 4.228 -0.171
H -0.447 4.758 1.045
H 0.320 2.185 2.409
H 1.394 3.446 1.796
H 1.646 1.778 1.299
H 0.306 3.514 -1.728
H 1.638 2.544 -1.094
H 1.381 4.186 -0.510
Br 4.704 3.553 -6.259
C 4.294 2.528 -4.739
C 5.319 2.133 -3.888
C 5.014 1.379 -2.769
C 3.692 1.034 -2.503
C 2.674 1.444 -3.360
C 2.971 2.189 -4.489
C 3.425 0.234 -1.298
O 4.241 -0.269 -0.600
O 2.070 0.072 -0.973
H 6.341 2.415 -4.103
H 5.794 1.053 -2.093
H 1.644 1.196 -3.137
H 2.190 2.511 -5.164
N 0.741 -1.725 -2.516
H -0.146 -1.755 -3.012
H 0.947 -2.684 -2.251
H 1.452 -1.439 -3.182
*
```

Results
**E_tot**: -5693.59213 hartree
**Relative energy (zero: lowest compared OMol25 entry of this formula, charge and spin)**: 0.695 eV
**LUMO energy (alpha / beta)**: -3.67 / -3.51 eV

=====

No. 2
C24H40BrO12PbS3 | the ωB97M-V functional and the def2-TZVPD basis

Structure (ORCA input):
```
! RIJCOSX wB97M-V def2-TZVPD def2/J DEFGRID3
* xyz -2 2
Pb 4.361 -4.816 -4.467
C 2.538 -1.607 -2.176
C 2.354 -1.856 -3.714
C 3.303 -0.997 -4.490
O 2.234 -3.243 -4.245
H 2.530 -0.545 -1.930
H 3.476 -2.029 -1.815
H 1.826 -2.180 -1.581
H 1.380 -1.395 -3.879
H 3.340 -0.040 -3.970
H 3.121 -0.963 -5.564
H 4.330 -1.360 -4.467
C 2.924 -8.690 -4.428
C 1.804 -7.800 -3.980
C 0.878 -8.266 -2.848
O 2.203 -6.432 -3.774
H 2.562 -9.558 -4.978
H 3.632 -8.958 -3.644
H 3.529 -8.161 -5.165
H 1.094 -7.708 -4.802
H 1.342 -8.646 -1.937
H 0.221 -9.044 -3.236
H 0.183 -7.470 -2.582
Br 6.395 -6.933 -4.398
C 4.032 -7.177 -7.828
C 2.879 -6.521 -7.649
C 1.563 -6.862 -8.277
O 0.546 -6.144 -8.027
C 1.345 -8.066 -8.982
C 2.526 -9.100 -9.151
C 3.922 -8.470 -8.678
O 4.897 -9.218 -8.912
O 2.533 -10.250 -9.637
O 3.009 -5.494 -6.824
H 4.975 -6.971 -7.344
H 0.453 -8.381 -9.504
C 8.451 -4.281 -7.041
C 7.930 -5.041 -8.288
C 6.443 -4.661 -8.611
S 6.090 -3.220 -7.612
O 5.379 -3.704 -6.436
O 5.489 -2.142 -8.415
C 7.800 -2.867 -7.135
H 9.540 -4.242 -7.041
H 8.231 -4.859 -6.143
H 8.232 -6.072 -8.105
H 8.523 -4.615 -9.097
H 5.749 -5.443 -8.302
H 6.255 -4.466 -9.667
H 7.944 -2.221 -6.268
H 8.129 -2.311 -8.013
C 8.459 -2.842 -0.295
C 8.260 -1.394 -0.543
C 7.291 -1.212 -1.829
S 7.826 -2.565 -3.033
O 8.669 -1.943 -4.051
O 6.553 -3.223 -3.447
C 8.701 -3.553 -1.748
H 7.552 -3.297 0.102
H 9.351 -2.900 0.329
H 9.277 -1.030 -0.687
H 8.069 -1.000 0.455
H 7.315 -0.192 -2.211
H 6.308 -1.651 -1.656
H 9.721 -3.431 -2.113
H 8.538 -4.622 -1.890
C 5.780 -7.171 0.873
C 4.956 -8.206 0.103
C 4.317 -7.524 -1.160
S 4.241 -5.707 -0.775
O 3.063 -5.415 -0.007
O 4.347 -4.885 -1.994
C 5.648 -5.697 0.378
H 6.816 -7.460 0.694
H 5.631 -7.330 1.941
H 4.236 -8.618 0.810
H 5.512 -9.117 -0.117
H 3.362 -7.919 -1.504
H 5.096 -7.550 -1.923
H 5.515 -4.962 1.172
H 6.529 -5.370 -0.173
*
```

Results
**E_tot**: -5802.58436 hartree
**LUMO energy (alpha / beta)**: 3.09 / 3.09 eV

=====

No. 3
C24H40F4NO20P3 | the ωB97M-V functional and the def2-TZVPD basis

Structure (ORCA input):
```
! RIJCOSX wB97M-V def2-TZVPD def2/J DEFGRID3
* xyz 0 1
C -0.131 -9.397 -0.860
C 0.652 -8.074 -0.438
C -0.173 -6.712 -0.605
C -1.224 -6.699 -1.804
C -2.100 -5.368 -1.927
C -1.336 -4.011 -1.581
C -0.513 -3.384 -2.843
C -0.949 -1.825 -2.979
C -0.470 -1.049 -1.662
P 0.721 0.388 -1.958
O 1.645 -0.462 -3.153
C 2.322 0.426 -0.885
O 2.561 -0.979 -0.469
N 3.878 -1.284 -0.758
O 4.528 -0.898 0.176
C 0.183 1.739 -3.163
C 1.356 2.666 -3.693
O 2.554 2.379 -3.594
O 0.938 3.893 -4.304
P -0.316 1.445 -0.263
P 0.415 3.480 -0.029
O -0.264 4.045 1.246
O -0.008 4.506 -1.319
O 2.088 3.629 0.224
H 0.465 -10.352 -0.693
H -1.123 -9.482 -0.283
H -0.424 -9.381 -1.967
H 1.666 -8.008 -0.952
H 0.882 -8.173 0.686
H 0.604 -5.897 -0.851
H -0.630 -6.375 0.397
H -0.684 -6.971 -2.784
H -1.971 -7.561 -1.640
H -3.086 -5.442 -1.344
H -2.418 -5.282 -3.026
H -2.155 -3.230 -1.363
H -0.703 -4.051 -0.632
H -0.708 -3.952 -3.803
H 0.584 -3.372 -2.541
H -2.100 -1.803 -2.995
H -0.617 -1.362 -3.960
H 0.005 -1.735 -0.868
H -1.419 -0.624 -1.167
H 1.774 -1.403 -2.905
H 3.205 0.860 -1.453
H 2.121 0.984 0.092
H -0.657 2.329 -2.646
H -0.318 1.265 -4.083
H 1.524 4.572 -3.908
H 0.065 0.724 0.913
H 0.407 5.394 -1.188
H 2.302 3.360 1.151
C 0.463 3.607 5.751
C -0.189 2.297 6.061
O -0.284 1.679 4.793
C 0.759 2.170 4.069
O 1.158 1.683 3.052
O 1.297 3.276 4.646
F -1.439 2.477 6.549
H -0.254 4.374 5.448
H 1.049 3.987 6.584
H 0.384 1.658 6.740
C 2.294 4.250 10.944
C 2.967 4.979 9.824
O 2.173 4.647 8.702
C 0.919 4.433 9.193
O -0.067 4.396 8.520
O 0.929 4.274 10.544
F 4.220 4.510 9.620
H 2.629 3.213 11.033
H 2.430 4.746 11.906
H 2.994 6.066 9.946
C -5.019 -5.831 -6.685
C -4.682 -6.682 -5.502
O -3.485 -6.103 -5.021
C -3.553 -4.786 -5.363
O -2.857 -3.933 -4.897
O -4.518 -4.559 -6.297
F -4.425 -7.958 -5.876
H -4.512 -6.159 -7.597
H -6.092 -5.789 -6.876
H -5.437 -6.674 -4.711
C 0.165 9.232 -2.271
C 0.498 8.397 -1.075
O 1.687 8.984 -0.592
C 1.617 10.298 -0.950
O 2.304 11.156 -0.489
O 0.657 10.511 -1.895
F 0.764 7.112 -1.434
H 0.680 8.896 -3.176
H -0.907 9.267 -2.471
H -0.263 8.411 -0.291
*
```

Results
**E_tot**: -3921.46961 hartree
**Structure (SMILES)**: CCCCCCCCCP(O)(CON=O)(CC(=O)O)PP(=O)(O)O.O=C1OC[C@@H](F)O1.O=C1OC[C@@H](F)O1.O=C1OC[C@@H](F)O1.O=C1OC[C@@H](F)O1
**LUMO energy**: -0.14 eV

=====

| no. | maximum force (Eh/bohr) |
| --- | --- |
| 1 | 0.0677 |
| 2 | 0.1138 |
| 3 | 0.1101 |